Run one
Here is one molecule with the formula C4H9N from the OMol25 dataset. Energies are from ωB97M-V/def2-TZVPD.

```
14
Properties=species:S:1:pos:R:3:mulliken_charge:R:1
C 1.72015 0.14482 -0.80890 -1.03
C 0.21546 0.40687 -0.85436 -0.59
C -0.44195 0.27393 0.45524 0.12
C -1.01410 -0.92598 1.06488 -0.47
N -1.88791 -0.04186 0.38504 -0.62
H 2.16915 0.79158 -0.05906 0.30
H 2.16089 0.29038 -1.80055 0.33
H 1.86614 -0.97396 -0.54165 0.25
H 0.17216 1.40536 -1.28731 0.30
H -0.31083 -0.18553 -1.56749 0.36
H -0.30524 1.11887 1.23442 0.29
H -0.86116 -0.91600 2.19792 0.25
H -0.94587 -1.90666 0.60336 0.27
H -2.53689 0.51817 0.97848 0.24
```

Output
Total charge: 0
SMILES: CC[C@@H]1CN1
2S+1: 1
LUMO energy: 1.18 eV
E_HOMO: -0.3505 hartree

***

Run two
Here is one molecule with the formula C4H9N from the OMol25 dataset. Energies are from ωB97M-V/def2-TZVPD.

```
14
Properties=species:S:1:pos:R:3:mulliken_charge:R:1
C -1.14755 0.28853 -0.96568 -1.01
C -0.64983 0.24259 1.45191 -0.49
C -0.14149 -1.07595 0.99260 -0.55
N -0.08817 0.04173 0.02365 0.36
C 1.26885 0.41834 -0.39473 -1.05
H -1.58241 1.25971 -0.72100 0.33
H -0.75707 0.29140 -1.98838 0.45
H -1.92998 -0.46389 -0.86707 0.27
H 0.14809 0.77178 1.98940 0.13
H -0.82603 -1.88642 0.73232 0.19
H 0.86357 -1.44680 1.22745 0.25
H 1.84297 0.68812 0.49368 0.38
H 1.77194 -0.40963 -0.91024 0.31
H 1.22709 1.28050 -1.06391 0.43
```

Output
Total charge: 0
2S+1: 1
LUMO energy: 0.86 eV
E_HOMO: -0.2632 hartree

***

It is run one that is the most stable of them.

***

Run one
Here is one molecule with the formula C4H9N from the OMol25 dataset. Energies are from ωB97M-V/def2-TZVPD.

```
14
Properties=species:S:1:pos:R:3:mulliken_charge:R:1
C -1.87894 0.25778 -0.15855 -1.12
C -0.68866 -0.64298 0.08636 -0.31
N 0.49114 -0.14407 -0.60894 -0.32
C 1.24307 0.88360 0.06902 -0.38
C 1.78663 -0.49641 -0.08008 -0.41
H -2.76859 -0.12318 0.34985 0.36
H -1.67005 1.27303 0.17331 0.29
H -2.08791 0.29665 -1.23291 0.30
H -0.48516 -0.71217 1.16965 0.32
H -0.85851 -1.65453 -0.27459 0.32
H 1.61827 1.71414 -0.53777 0.23
H 0.92467 1.18330 1.06180 0.26
H 1.82881 -1.12311 0.81052 0.23
H 2.54525 -0.71205 -0.82768 0.24
```

Output
Total charge: 0
SMILES: CCN1CC1
2S+1: 1
LUMO energy: 1.30 eV
E_HOMO: -0.3338 hartree

***

Run two
Here is one molecule with the formula C4H9N from the OMol25 dataset. Energies are from ωB97M-V/def2-TZVPD.

```
14
Properties=species:S:1:pos:R:3:mulliken_charge:R:1
C -0.55829 1.04207 0.49021 -0.53
C -0.34012 -0.22333 1.20392 -0.34
C 0.21497 -1.22751 0.19355 -0.62
N 0.79516 -0.40767 -0.98144 -0.49
C -0.12674 0.72706 -1.02689 -0.61
H 0.10301 1.76595 0.83802 0.29
H -1.59503 1.31843 0.55323 0.32
H -1.28921 -0.55668 1.79716 0.27
H 0.38298 -0.04230 2.09960 0.18
H 1.01954 -1.77193 0.65893 0.35
H -0.50916 -1.78068 -0.28680 0.32
H 1.75713 -0.07984 -0.70930 0.28
H -1.02741 0.57000 -1.58234 0.25
H 0.45310 1.52099 -1.66319 0.33
```

Output
Total charge: 0
SMILES: C1CCNC1
2S+1: 1
LUMO energy: 1.11 eV
E_HOMO: -0.3339 hartree

***

Run three
Here is one molecule with the formula C4H9N from the OMol25 dataset. Energies are from ωB97M-V/def2-TZVPD.

```
14
Properties=species:S:1:pos:R:3:mulliken_charge:R:1
N -0.76086 0.46677 1.64154 -0.56
C 0.19787 0.48948 0.57598 -0.62
C 0.46831 -0.98512 0.15260 -0.39
C 0.47941 -0.62673 -1.28158 -0.66
C -0.33746 0.65638 -0.79492 -0.23
H -1.60706 0.33597 1.04658 0.26
H -0.54503 1.45965 2.26701 0.27
H 1.09834 1.01442 0.80001 0.42
H 1.26951 -1.67224 0.76676 0.29
H -0.54562 -1.57541 0.35695 0.17
H 0.14939 -1.33529 -2.01217 0.35
H 1.42919 -0.18554 -1.31002 0.29
H -1.46030 0.48514 -0.59112 0.16
H 0.16431 1.47250 -1.61761 0.24
```

Output
Total charge: 0
SMILES: NC1CCC1
2S+1: 1
LUMO energy: 1.08 eV
E_HOMO: -0.3290 hartree

***

Run four
Here is one molecule with the formula C4H9N from the OMol25 dataset. Energies are from ωB97M-V/def2-TZVPD.

```
14
Properties=species:S:1:pos:R:3:mulliken_charge:R:1
C -1.82880 0.38032 -0.42111 -1.30
C -0.49333 0.46392 0.44832 -0.07
C -0.09667 -0.92314 0.86157 -0.49
N 0.67532 -0.17477 -0.06074 -0.07
C 2.03990 0.08691 -0.42608 -0.77
H -2.72550 0.24202 0.21251 0.33
H -1.94380 1.30662 -0.97114 0.33
H -1.94181 -0.42339 -1.18653 0.34
H -0.38916 1.36044 1.07920 0.34
H -0.88920 -1.47552 0.35165 0.18
H 0.28578 -1.29181 1.81833 0.33
H 2.73421 0.50991 0.32645 0.27
H 2.48852 -0.84987 -0.78373 0.29
H 2.02221 0.77725 -1.27745 0.28
```

Output
Total charge: 0
SMILES: C[C@H]1CN1C
2S+1: 1
LUMO energy: 1.15 eV
E_HOMO: -0.2906 hartree

***

It is run two that is the most stable of them.

***

Run one
Here is a 2-piece molecular cluster, C5H15NOS2 overall from the OMol25 dataset. Energies are from ωB97M-V/def2-TZVPD.

```
24
Properties=species:S:1:pos:R:3:mulliken_charge:R:1
N 1.90809 0.98456 1.28181 -0.48
C 2.51106 0.66453 0.01157 -0.65
C 2.38415 -0.79719 -0.51262 -0.60
S 0.73168 -0.88213 -1.40000 -0.10
S -0.31445 -2.49116 -0.95931 -0.19
H 2.32205 0.38689 2.03929 0.25
H 0.89832 0.85007 1.29217 0.12
H 3.60024 0.85845 0.02140 0.38
H 2.06282 1.33094 -0.77871 0.31
H 2.39883 -1.52212 0.26762 0.39
H 3.21396 -0.93934 -1.15203 0.35
H -1.35057 -1.87667 -0.38566 0.14
C -0.93409 3.09274 0.86019 -1.01
C -1.58360 1.91826 1.53837 -0.48
C -2.29380 1.03780 0.40914 -0.35
O -2.34791 -0.33118 0.73321 -0.45
H -1.58947 3.38715 -0.02874 0.31
H 0.03134 2.91786 0.36378 0.21
H -0.86097 3.96773 1.47031 0.34
H -2.41823 2.30902 2.18466 0.31
H -0.96931 1.34210 2.17206 0.40
H -3.34241 1.38868 0.19370 0.31
H -1.59895 1.15833 -0.52230 0.22
H -2.72886 -0.51948 1.56855 0.26
```

Output
Total charge: 0
SMILES: NCCSS.CCCO
2S+1: 1
LUMO energy: 0.67 eV
E_HOMO: -0.3028 hartree

***

Run two
Here is a 2-piece molecular cluster, C5H15NOS2 overall from the OMol25 dataset. Energies are from ωB97M-V/def2-TZVPD.

```
24
Properties=species:S:1:pos:R:3:mulliken_charge:R:1
C -0.56050 3.03340 -0.70054 -0.93
C -0.76935 2.40836 -2.00268 -0.56
S 0.06349 0.82460 -1.85796 -0.11
S -1.01887 -0.13843 -0.40484 -0.15
C 0.32331 -0.35824 0.88019 -0.51
C -0.01974 -1.86723 1.38056 0.33
C -0.96615 -1.76401 2.59984 -0.97
N -0.42378 -2.91560 0.44244 -0.62
H -1.06312 2.35637 0.00442 0.30
H -1.07279 4.11377 -0.71044 0.27
H 0.46639 3.31419 -0.28040 0.25
H -0.57496 2.85263 -2.92403 0.46
H -1.74394 2.32801 -2.14318 0.33
H 0.33825 0.39573 1.77520 0.32
H 1.43612 -0.29042 0.60840 0.16
H 1.04182 -2.21411 1.89480 0.21
H -1.78536 -2.47818 2.37917 0.28
H -1.52382 -0.70478 2.65778 0.23
H -0.19959 -2.06757 3.36391 0.29
H -1.26355 -2.97444 0.21768 0.18
H 0.07585 -3.09552 -0.44970 0.19
O 3.58038 -0.06379 1.47653 -0.59
H 4.13477 0.45421 0.99606 0.29
H 3.29806 -0.76278 0.96152 0.34
```

Output
Total charge: 0
SMILES: CCSSC[C@@H](C)N.O
2S+1: 1
LUMO energy: 0.61 eV
E_HOMO: -0.2990 hartree

***

It is run one that is the most stable of them.

***

Run one
Here is C4H9NO2 as an isolated structure from the OMol25 dataset. Energies are from ωB97M-V/def2-TZVPD.

```
16
Properties=species:S:1:pos:R:3:mulliken_charge:R:1
C -0.32309 -0.27785 -2.69590 -0.88
N 0.82102 0.64981 -2.50345 -0.62
C -0.68183 0.14641 3.24186 -0.89
C 1.25458 0.76112 -1.25215 -0.10
C 0.75897 -0.11549 -0.07555 0.29
O -0.71090 0.04044 0.08319 -0.58
O 1.64382 -0.86186 0.48410 -0.71
H -0.62591 -0.20712 -3.77920 0.29
H -1.23931 0.05637 -2.12468 0.25
H -0.14422 -1.30534 -2.47445 0.37
H 0.01815 0.25510 4.07342 0.28
H -0.31910 -0.59633 2.46740 0.18
H -1.70702 -0.12907 3.56305 0.24
H -0.74849 1.10096 2.68631 0.18
H 2.17514 1.28821 -1.17743 0.45
H -0.17181 -0.80537 -0.51653 0.26
```

Output
Total charge: -1
2S+1: 2
LUMO energy (spin up / spin down): 4.11 / 4.09 eV
E_HOMO (spin up / spin down): -0.0457 / -0.1599 hartree

***

Run two
Here is a 2-piece molecular cluster, C4H9NO2 overall from the OMol25 dataset. Energies are from ωB97M-V/def2-TZVPD.

```
16
Properties=species:S:1:pos:R:3:mulliken_charge:R:1
O 1.34137 -0.09181 0.07353 -0.63
C 0.54864 -1.05041 -0.33602 0.79
O -0.73126 -1.05281 -0.34117 -0.66
C 1.32724 -2.17214 -0.98761 -1.06
H 0.69249 -3.07025 -1.05774 0.31
H 1.62837 -1.88990 -2.05044 0.19
H 2.25418 -2.38008 -0.43626 0.28
C -1.77306 1.10603 1.05836 -1.04
C 0.28615 1.51434 -0.28420 -1.35
N -0.38405 1.52079 0.89249 0.03
H -2.38623 1.94621 1.35122 0.43
H -1.87023 0.35975 1.84798 0.22
H -2.10644 0.67909 0.12479 0.31
H -0.21499 1.15808 -1.16305 0.56
H 1.16540 2.12301 -0.35998 0.44
H 0.22243 1.30010 1.66810 0.16
```

Output
Total charge: -1
2S+1: 2
LUMO energy (spin up / spin down): 4.31 / 4.26 eV
E_HOMO (spin up / spin down): 0.0120 / -0.1380 hartree

***

It is run two that is the most stable of them.